C37H36CdN3O11P2 | the ωB97M-V functional and the def2-TZVPD basis

Each line ends with the Mulliken charge.
CARTESIAN COORDINATES (ANGSTROEM)
Cd1 -1.31544 -0.92302 -1.69325  4.110
O1 -1.89134 -2.79072 -3.26265  -0.531
C1 -3.02104 -3.41362 -2.68435  -0.849
C2 -2.78314 -3.85292 -1.23525  -1.077
N1 -2.35214 -2.76512 -0.36155  0.735
C3 -3.45704 -2.11132 0.31245  -0.754
C4 -4.11984 -0.98902 -0.56475  0.483
O2 -5.23114 -0.61032 -0.20955  -0.825
O3 -3.45834 -0.57732 -1.54905  -0.732
C5 -1.30754 -3.22522 0.53555  -0.018
C6 0.01726 -3.47522 -0.24295  0.467
O4 0.88716 -4.15182 0.29515  -0.837
O5 0.06426 -2.95672 -1.39095  -0.742
H1 -1.10504 -3.10452 -2.76765  0.377
H2 -3.84794 -2.70012 -2.74215  0.404
H3 -3.27824 -4.31052 -3.27665  0.401
H4 -3.70814 -4.31682 -0.85545  0.411
H5 -2.00084 -4.61852 -1.24445  0.522
H6 -4.23144 -2.82832 0.63095  0.487
H7 -3.08224 -1.59952 1.20165  0.053
H8 -1.08224 -2.43312 1.25005  -0.787
H9 -1.58474 -4.13882 1.08725  0.321
O6 0.80826 -0.70142 0.38615  0.320
P1 1.26036 -0.16592 1.66935  0.486
C7 0.01236 0.88628 2.55445  -1.498
P2 -1.12904 1.53368 1.25405  0.189
O7 -1.60154 0.47188 0.36535  0.150
C8 -0.15404 2.83228 0.45005  0.195
C9 0.09406 4.05308 1.06375  -0.871
C10 0.82996 5.01268 0.39575  -0.705
C11 1.31936 4.75248 -0.87525  -0.781
C12 1.07626 3.53038 -1.48065  -0.448
C13 0.33946 2.56478 -0.81815  0.276
C14 -2.53204 2.28658 2.13055  0.671
C15 -2.50794 2.77858 3.42835  -0.196
C16 -3.67564 3.24718 4.00435  -0.707
C17 -4.86024 3.23118 3.28575  -0.452
C18 -4.88614 2.73408 1.99125  -0.755
C19 -3.72214 2.26028 1.41335  -0.730
C20 1.65156 -1.48852 2.86225  0.881
C21 0.61186 -2.14522 3.50485  -0.438
C22 0.86516 -3.26932 4.26525  -0.814
C23 2.15876 -3.74722 4.37915  -0.500
C24 3.19956 -3.09652 3.74015  -0.767
C25 2.94776 -1.96892 2.97785  -0.527
C26 2.76096 0.84128 1.46245  0.588
C27 3.35146 0.74978 0.20875  -0.458
C28 4.51426 1.44818 -0.06665  -0.624
C29 5.08526 2.24618 0.91165  -0.484
C30 4.50516 2.32428 2.16815  -0.744
C31 3.34986 1.61578 2.45135  -0.713
H10 0.49376 1.67158 3.13275  0.756
H11 -0.58474 0.25938 3.22015  0.738
H12 -0.30714 4.25488 2.04835  0.404
H13 1.01006 5.97158 0.86035  0.426
H14 1.88676 5.51068 -1.39505  0.401
H15 1.43936 3.33558 -2.47805  0.551
H16 0.10616 1.61138 -1.27435  -0.013
H17 -1.58544 2.79158 3.99105  0.375
H18 -3.66304 3.61438 5.02185  0.402
H19 -5.76854 3.59498 3.74535  0.378
H20 -5.80884 2.69478 1.43405  0.453
H21 -3.72724 1.84568 0.41445  0.211
H22 -0.40594 -1.79242 3.39895  0.011
H23 0.05046 -3.78062 4.75665  0.410
H24 2.35296 -4.64552 4.94665  0.370
H25 4.20566 -3.48122 3.81845  0.410
H26 3.74756 -1.46402 2.45425  0.376
H27 2.87836 0.12158 -0.53305  0.280
H28 4.96996 1.37658 -1.04335  0.460
H29 5.98566 2.80408 0.69405  0.396
H30 4.95576 2.94248 2.93105  0.418
H31 2.91366 1.65988 3.44005  0.401
C32 2.54096 -2.27592 -2.80245  -1.039
C33 1.76896 -1.25212 -3.54135  -0.275
N2 0.66616 -0.64112 -3.16885  0.158
C34 0.34686 0.24458 -4.15455  -0.006
C35 1.29196 0.17508 -5.15905  -0.029
N3 2.18036 -0.78522 -4.74195  -0.024
C36 1.50476 0.88098 -6.44275  0.550
O8 0.62676 1.78808 -6.76705  -0.608
O9 2.47786 0.60028 -7.12245  -0.691
C37 -0.83734 1.15728 -3.99475  0.423
O10 -1.03394 2.00808 -4.89825  -0.905
O11 -1.49914 1.03778 -2.95305  -0.581
H32 1.92086 -2.65712 -1.99225  -0.139
H33 3.45436 -1.84172 -2.39495  0.295
H34 2.81276 -3.09542 -3.46625  0.456
H35 2.97636 -1.08182 -5.28545  0.229
H36 -0.12794 1.91608 -6.01535  0.410

Cartesian forces (eV/Å) of the 2 atoms listed first:
Cd 0.4840 0.0705 0.1319
O 0.3765 0.1012 0.1074

Properties
* Kohn-Sham gap: 7.7 eV
* DFT total energy: -89097.1863 eV
* energy above the lowest of the compared OMol25 structures with the same formula, charge and spin: 0.176 eV
* max |F|: 0.0339 hartree/bohr
* charge: -1
* HOMO: -5.7054 eV